Formula: C4H7NO
Source: the OMol25 dataset
Level of theory: ωB97M-V/def2-TZVPD

Computed properties:
SMILES string = C[C@@H]1C(=O)N1C
LUMO level = 0.85 eV
gap between HOMO and LUMO = 9.8 eV
2S+1 = 1
ΔE to the lowest compared entry with this formula, charge and spin = 3.4509 eV
E_HOMO = -8.98 eV

Each line ends with the Mulliken charge.
Cartesian coordinates (Å):
O1 3.106 0.222 -0.064  -0.556
N1 0.760 0.630 0.389  -0.255
C1 -0.087 2.047 0.056  -0.562
C2 1.917 0.174 -0.014  0.387
C3 0.163 -1.886 0.157  -1.086
C4 0.698 -0.581 -0.422  0.153
H1 0.387 -2.780 -0.470  0.308
H2 -0.939 -1.662 0.279  0.227
H3 -0.521 1.576 -0.843  0.283
H4 0.738 -2.258 1.052  0.295
H5 0.435 -0.377 -1.564  0.307
H6 -0.798 2.103 0.920  0.228
H7 0.643 2.877 -0.039  0.271